Entry 1:
DFT (ωB97M-V/def2-TZVPD) results for a 13-piece molecular cluster, C52H78O39 overall in a non-equilibrium geometry.

Last column: Mulliken charge in e.
Atoms and positions in Å:
C1 2.32 2.65 3.58  -0.031
C2 2.22 3.12 4.98  1.571
C3 3.55 3.45 5.58  -0.293
O1 3.30 4.67 6.29  -0.384
C4 2.09 5.09 6.00  0.552
O2 1.58 6.03 6.53  -0.620
O3 1.47 4.29 5.08  -0.076
H1 2.72 3.48 2.99  -0.555
H2 1.32 2.53 3.18  -0.690
H3 2.86 1.71 3.47  0.316
H4 1.62 2.36 5.49  -0.531
H5 4.36 3.51 4.85  0.136
H6 3.79 2.66 6.29  0.337
C5 -1.12 -1.17 -1.26  -2.321
C6 -0.67 0.20 -0.68  0.988
C7 -0.71 0.32 0.83  1.410
O4 0.61 0.79 1.10  0.526
C8 1.31 0.99 -0.06  -0.573
O5 2.43 1.51 -0.14  -0.368
O6 0.60 0.56 -1.08  0.420
H7 -0.43 -1.95 -0.94  0.276
H8 -1.10 -1.16 -2.35  0.242
H9 -2.10 -1.48 -0.90  0.856
H10 -1.38 0.95 -1.02  -0.823
H11 -1.04 -0.64 1.25  -0.094
H12 -1.49 1.03 1.11  -0.613
C9 -4.54 -7.34 -3.58  -1.775
C10 -4.60 -5.82 -3.82  -0.088
C11 -5.96 -5.20 -3.67  -1.262
O7 -5.70 -4.04 -2.92  0.045
C12 -4.54 -4.18 -2.31  0.528
O8 -4.08 -3.38 -1.53  -0.461
O9 -3.94 -5.23 -2.75  0.608
H13 -4.99 -7.91 -4.39  0.534
H14 -5.18 -7.60 -2.73  0.387
H15 -3.55 -7.75 -3.38  0.147
H16 -4.30 -5.49 -4.81  0.180
H17 -6.65 -5.77 -3.06  0.520
H18 -6.43 -4.95 -4.63  0.339
C13 1.79 7.24 0.80  -1.635
C14 2.27 5.94 1.48  1.616
C15 2.94 5.08 0.53  -0.592
O10 4.18 4.75 1.17  -0.214
C16 4.37 5.48 2.25  0.688
O11 5.31 5.44 3.00  -0.608
O12 3.32 6.22 2.43  -0.448
H19 1.37 7.89 1.56  0.420
H20 0.89 7.01 0.24  0.361
H21 2.56 7.67 0.15  0.426
H22 1.44 5.36 1.89  -0.498
H23 3.19 5.60 -0.39  0.347
H24 2.45 4.13 0.30  -0.077
C17 2.27 -1.30 3.24  -1.237
C18 1.84 -0.70 4.54  2.307
C19 1.06 -1.52 5.49  0.115
O13 1.78 -1.41 6.71  -0.414
C20 2.86 -0.65 6.54  0.521
O14 3.62 -0.43 7.47  -0.619
O15 2.97 -0.24 5.29  -0.338
H25 2.86 -0.63 2.62  0.046
H26 1.41 -1.62 2.65  -0.115
H27 2.87 -2.19 3.41  0.563
H28 1.17 0.15 4.38  -1.007
H29 0.89 -2.53 5.11  0.267
H30 0.08 -1.07 5.65  -0.082
C21 -0.48 -6.91 1.61  -1.646
C22 -0.49 -5.46 1.10  0.756
C23 -1.82 -4.88 0.59  0.521
O16 -2.01 -3.66 1.28  -0.296
C24 -0.96 -3.43 2.14  0.566
O17 -0.85 -2.45 2.85  -0.461
O18 -0.13 -4.55 2.19  -0.423
H31 0.52 -7.16 1.99  0.378
H32 -0.71 -7.45 0.70  0.400
H33 -1.22 -7.19 2.36  0.395
H34 0.33 -5.41 0.39  0.035
H35 -2.75 -5.43 0.77  0.282
H36 -1.77 -4.67 -0.47  -0.454
C25 -2.63 3.24 7.12  -1.627
C26 -1.40 2.63 6.37  0.808
C27 -1.25 1.12 6.77  -0.194
O19 -1.97 0.44 5.74  -0.390
C28 -2.08 1.24 4.68  0.408
O20 -2.45 0.93 3.55  -0.502
O21 -1.64 2.50 5.00  0.003
H37 -2.87 4.26 6.81  0.385
H38 -2.32 3.39 8.15  0.442
H39 -3.55 2.66 7.08  0.365
H40 -0.47 3.19 6.43  -0.165
H41 -1.79 0.93 7.70  0.451
H42 -0.23 0.79 6.95  0.005
C29 -1.04 1.87 -4.19  -1.223
C30 -2.50 2.27 -3.98  0.207
C31 -3.55 1.79 -4.96  -0.142
O22 -4.64 1.54 -4.08  -0.318
C32 -4.21 1.41 -2.85  0.764
O23 -4.96 1.05 -1.92  -0.665
O24 -2.89 1.71 -2.72  -0.025
H43 -0.51 2.31 -5.03  0.558
H44 -0.99 0.78 -4.28  0.202
H45 -0.41 2.08 -3.33  0.140
H46 -2.65 3.33 -3.76  0.235
H47 -3.20 0.95 -5.55  0.144
H48 -3.80 2.59 -5.66  0.335
C33 -1.36 5.06 2.89  -1.516
C34 -1.37 3.78 2.06  1.726
C35 -2.68 3.57 1.38  -0.918
O25 -2.33 3.38 0.07  -0.179
C36 -1.13 3.76 -0.15  0.338
O26 -0.65 3.88 -1.26  -0.622
O27 -0.46 3.92 1.01  0.624
H49 -2.09 5.03 3.70  0.281
H50 -1.55 5.94 2.27  0.584
H51 -0.35 5.15 3.28  0.064
H52 -1.12 2.83 2.54  -0.773
H53 -3.27 4.48 1.52  0.422
H54 -3.18 2.69 1.78  0.366
C37 2.08 -0.16 -3.80  -0.928
C38 3.47 0.18 -3.21  1.027
C39 3.98 -0.91 -2.29  0.950
O28 5.31 -1.14 -2.67  -0.459
C40 5.53 -0.68 -3.95  0.558
O29 6.58 -0.89 -4.56  -0.568
O30 4.50 0.20 -4.19  -0.456
H55 1.55 0.66 -4.27  0.232
H56 1.46 -0.64 -3.04  -0.165
H57 2.15 -1.01 -4.47  0.447
H58 3.22 1.15 -2.79  -0.078
H59 3.26 -1.72 -2.17  0.077
H60 4.11 -0.51 -1.28  -0.584
C41 0.82 -3.97 -3.10  -1.996
C42 -0.59 -4.56 -3.34  2.216
C43 -1.07 -4.84 -4.74  0.154
O31 -0.99 -6.28 -4.72  -0.302
C44 -0.84 -6.77 -3.50  0.387
O32 -0.85 -7.95 -3.26  -0.618
O33 -0.63 -5.77 -2.66  -0.337
H61 1.03 -3.94 -2.02  0.257
H62 0.93 -2.96 -3.49  0.235
H63 1.66 -4.54 -3.50  0.471
H64 -1.28 -3.84 -2.90  -0.723
H65 -0.54 -4.43 -5.60  0.318
H66 -2.15 -4.68 -4.81  -0.104
C45 -5.24 -0.43 -8.00  -1.594
C46 -5.31 -1.44 -6.83  -0.626
C47 -4.80 -2.84 -7.20  -3.109
O34 -3.88 -3.12 -6.19  1.491
C48 -3.60 -2.03 -5.46  1.073
O35 -2.63 -1.90 -4.70  -0.449
O36 -4.38 -1.04 -5.89  0.029
H67 -5.74 0.51 -7.80  0.304
H68 -5.80 -0.82 -8.85  0.532
H69 -4.21 -0.28 -8.32  0.346
H70 -6.29 -1.47 -6.36  0.689
H71 -4.33 -2.88 -8.19  0.128
H72 -5.62 -3.56 -7.24  0.311
C49 5.59 0.73 0.44  -0.755
C50 6.99 1.14 1.08  0.286
C51 7.24 2.65 1.03  -0.010
O37 7.59 2.97 2.40  -0.354
C52 7.50 1.93 3.16  0.729
O38 7.59 1.91 4.36  -0.605
O39 7.11 0.90 2.46  -0.405
H73 5.59 0.83 -0.65  0.215
H74 4.86 1.39 0.92  -0.068
H75 5.27 -0.28 0.72  0.451
H76 7.79 0.68 0.51  0.332
H77 6.32 3.20 0.82  -0.056
H78 8.10 2.90 0.41  0.296

As for the HOMO-LUMO gap (spin up / spin down): 1.70 / 10.39 eV. For the energy above the lowest of the compared OMol25 structures with the same formula, charge and spin, the calculation gives 0.0 kcal per mole. Its net charge is -1. The spin multiplicity is 2. Its total energy is -4962.72192 Ha. As for the HOMO energy (spin up / spin down): -0.14 / -8.83 eV.

Entry 2:
DFT (ωB97M-V/def2-TZVPD) results for C7H13N as an isolated structure in a non-equilibrium geometry.

Last column: natural (NBO) charge in e.
Atoms and positions in Å:
C1 -1.06 1.89 0.39  -0.633
C2 -0.26 0.90 -0.45  -0.209
C3 -0.68 -0.46 -0.93  -0.190
C4 -2.06 -1.02 -0.61  -0.627
C5 0.30 -0.33 0.19  -0.073
C6 1.69 -0.49 0.06  -0.117
C7 2.74 0.17 -0.45  -0.450
H1 -0.40 2.79 0.38  0.236
H2 -2.02 2.03 -0.17  0.219
H3 -1.36 1.46 1.45  0.208
H4 0.51 1.26 -1.17  0.221
H5 -0.38 -0.76 -1.90  0.218
H6 -1.85 -2.09 -0.38  0.214
H7 -2.33 -0.27 0.22  0.226
H8 -2.77 -1.02 -1.43  0.224
H9 -0.47 0.13 2.37  0.386
H10 -1.04 -1.79 1.50  0.352
H11 2.17 -1.41 0.90  0.199
H12 3.77 -0.36 -0.35  0.226
H13 2.56 1.11 -1.10  0.188
N1 -0.06 -0.71 1.50  -0.819

As for the HOMO-LUMO gap: 9.39 eV. For the energy above the lowest of the compared OMol25 structures with the same formula, charge and spin, the calculation gives 151.9 kcal per mole. Its total energy is -329.02942 Ha. As for the HOMO energy: -8.78 eV.